# 1
A 13-piece molecular cluster, H26O13 overall, computed with wB97M-V/def2-TZVPD.

The geometry in ORCA input format:
```
! RIJCOSX wB97M-V def2-TZVPD def2/J DEFGRID3
* xyz 0 1
H 0.162 0.463 -0.243
H -0.713 0.344 1.124
H 1.593 -0.450 -3.963
H 1.454 0.383 -2.677
H 1.267 -2.489 0.233
H 0.403 -3.147 -0.711
H 1.738 4.076 1.657
H 0.677 3.980 2.646
H -4.819 -1.179 0.606
H -5.056 -2.090 1.816
H -2.413 2.363 -1.726
H -2.471 1.568 -2.957
H 2.200 -0.386 2.761
H 2.330 -1.244 1.503
H 0.757 3.352 0.362
H 0.037 4.210 -0.629
H -1.139 -1.972 4.268
H -2.401 -1.249 4.498
H 1.096 1.834 -4.059
H 1.743 2.148 -2.667
H -0.792 0.059 -2.483
H -1.966 -0.341 -1.520
H 4.493 -1.067 1.076
H 4.273 -2.009 -0.096
H -1.771 -3.453 1.457
H -1.874 -4.217 0.128
O -0.683 0.144 0.130
O 1.659 -0.441 -3.005
O 1.218 -3.232 -0.371
O 1.279 3.420 2.244
O -4.858 -1.200 1.579
O -2.281 2.432 -2.685
O 2.734 -0.520 2.005
O 0.753 3.468 -0.595
O -1.442 -1.227 4.796
O 1.780 2.391 -3.568
O -1.026 -0.249 -1.578
O 4.280 -1.059 0.079
O -2.219 -3.417 0.567
*
```

Its HOMO-LUMO gap is 9.53 eV. The calculation puts the HOMO energy at -9.689 eV. The value obtained for the LUMO energy is -0.16 eV.

# 2
C38H45N8O2S3Ti as an isolated structure, computed with wB97M-V/def2-TZVPD.

The geometry in ORCA input format:
```
! RIJCOSX wB97M-V def2-TZVPD def2/J DEFGRID3
* xyz 1 1
Ti -1.051 -0.234 1.327
C -3.004 -3.589 3.225
C -3.687 -2.300 3.646
S -3.363 -0.820 2.627
C -2.977 0.391 3.919
C -1.759 0.089 4.783
S -0.268 -0.333 3.819
C 0.293 -1.825 4.683
C -0.679 -2.999 4.755
S -1.201 -3.573 3.121
H -3.334 -4.381 3.899
H -3.319 -3.881 2.221
H -4.766 -2.455 3.629
H -3.423 -2.039 4.669
H -2.837 1.325 3.379
H -3.859 0.518 4.550
H -1.536 0.976 5.376
H -1.961 -0.719 5.484
H 1.200 -2.116 4.150
H 0.598 -1.536 5.690
H -0.182 -3.819 5.277
H -1.557 -2.748 5.347
C -2.824 0.465 -4.125
N -2.697 0.314 -2.677
C -1.877 -0.375 -1.887
N -2.261 -0.259 -0.618
C -3.384 0.506 -0.713
N -3.681 0.871 -1.929
C -1.576 0.508 -4.976
C -1.793 0.707 -6.342
C -0.736 0.776 -7.230
C 0.567 0.611 -6.780
C 0.788 0.397 -5.429
C -0.275 0.373 -4.526
C 2.139 0.129 -4.937
N 3.278 0.519 -5.383
N 4.242 -0.071 -4.565
C 3.601 -0.762 -3.691
O 2.254 -0.689 -3.855
C 4.108 -1.592 -2.600
C 5.438 -1.491 -2.195
C 5.886 -2.263 -1.138
C 5.017 -3.125 -0.477
C 3.696 -3.237 -0.889
C 2.736 -4.168 -0.185
N 1.436 -3.534 -0.001
C 1.131 -2.477 0.745
N -0.123 -2.114 0.523
C -0.548 -3.022 -0.396
N 0.365 -3.898 -0.738
C 3.248 -2.474 -1.959
H -3.381 1.394 -4.243
H -3.471 -0.342 -4.477
H -1.033 -0.944 -2.232
H -3.981 0.793 0.136
H -2.806 0.818 -6.710
H -0.927 0.942 -8.281
H 1.404 0.630 -7.463
H -0.044 0.266 -3.478
H 6.098 -0.805 -2.707
H 6.915 -2.186 -0.815
H 5.374 -3.709 0.363
H 3.122 -4.467 0.790
H 2.539 -5.070 -0.764
H 1.823 -1.989 1.413
H -1.548 -3.040 -0.796
H 2.221 -2.556 -2.293
C 1.409 0.558 -0.828
C 2.085 1.587 0.068
C 2.597 0.971 1.370
C 1.212 2.802 0.300
C 1.684 4.028 -0.156
C 0.969 5.197 0.023
C -0.233 5.143 0.704
C -0.743 3.947 1.196
C -1.999 4.000 2.035
C -3.149 3.157 1.488
C -1.666 3.688 3.497
C -0.033 2.758 0.955
O -0.573 1.577 1.350
H 2.001 -0.354 -0.913
H 1.251 0.964 -1.831
H 0.420 0.310 -0.430
H 2.964 1.947 -0.475
H 1.779 0.581 1.978
H 3.125 1.716 1.967
H 3.296 0.158 1.153
H 2.639 4.055 -0.668
H 1.349 6.138 -0.351
H -0.792 6.054 0.882
H -2.336 5.040 2.007
H -2.887 2.099 1.481
H -3.386 3.442 0.463
H -4.048 3.293 2.094
H -1.153 2.730 3.582
H -2.569 3.672 4.113
H -0.997 4.446 3.904
*
```

Its HOMO-LUMO gap (spin up / spin down) is 6.63 / 6.62 eV. The calculation puts the HOMO energy (spin up / spin down) at -8.644 / -8.642 eV. The value obtained for the LUMO energy (spin up / spin down) is -2.02 / -2.02 eV.

# 3
One molecule with the formula C3H7N3O, computed with wB97M-V/def2-TZVPD.

The geometry in ORCA input format:
```
! RIJCOSX wB97M-V def2-TZVPD def2/J DEFGRID3
* xyz 0 1
C 2.951 0.476 0.349
C 2.004 -0.336 -0.128
N 0.890 0.173 -0.713
N -0.455 -0.569 -0.561
N -1.409 0.188 -0.112
C -2.728 -0.531 0.037
O -1.279 1.317 0.304
H 3.805 0.078 0.883
H 2.951 1.491 0.138
H 1.936 -1.417 0.015
H 0.675 1.179 -0.486
H -3.595 -0.047 -0.350
H -2.807 -1.486 -0.419
H -2.939 -0.515 1.043
*
```

Its HOMO-LUMO gap is 8.96 eV. The calculation puts the HOMO energy at -8.231 eV. The SMILES is C=CN/N=[N+](/C)[O-]. The value obtained for the LUMO energy is 0.73 eV.

What are the relative energy (zero: lowest compared OMol25 entry of this formula, charge and spin) values for these records? In order: 158.1; 34.9; 126.7 kcal per mole.